# 1
Molecular formula: FH2PS3
Method: DFT, wB97M-V/def2-TZVPD

As for the relative energy (zero: lowest compared OMol25 entry of this formula, charge and spin): 1.2550 eV. The multiplicity is 1. The HOMO-LUMO gap comes out at 7.965 eV. The calculation puts the HOMO energy at -9.6 eV. As for the SMILES: FP=S.SS.

Geometry as XYZ:
```
7
Properties=species:S:1:pos:R:3:forces:R:3
F 0.3630 2.6726 1.7742 0.1 -1.3 0.6
P -0.0257 1.0934 2.1018 -0.3 1.8 -0.7
S 1.3378 -1.0985 -0.8045 0.0 -0.1 0.1
S -1.6401 0.8579 1.1498 0.1 -0.4 0.3
S -0.2691 -1.9841 -1.7409 0.0 1.3 -1.1
H 0.6871 -0.5566 0.2508 0.1 -0.1 -0.3
H -0.4530 -0.9848 -2.7311 0.1 -1.2 1.2
```
Positions in Å, forces in eV/Å.

Löwdin atomic charge list, values in e, 2 entries: -0.4698 0.3933

# 2
Molecular formula: C8H20NP2
Method: DFT, wB97M-V/def2-TZVPD

As for the relative energy (zero: lowest compared OMol25 entry of this formula, charge and spin): 0.6610 eV. The multiplicity is 1. The HOMO-LUMO gap comes out at 6.003 eV. The calculation puts the HOMO energy at -11.9 eV. Its charge is +1.

Geometry as XYZ:
```
31
Properties=species:S:1:pos:R:3:forces:R:3
C -2.7511 -0.3473 0.1226 -2.4 2.0 3.0
C -1.8670 -1.4582 0.5026 3.3 -1.2 -0.1
C -2.0642 1.1357 0.4135 -2.3 -2.1 -0.2
C -0.4024 -1.2456 -0.0756 0.3 0.0 -0.3
C -0.6332 1.2348 -0.0755 -1.4 -0.4 1.6
C -0.3869 -1.4575 -1.6204 1.2 1.3 0.6
C -0.1729 2.5291 0.4887 0.2 1.4 -1.2
C 2.9958 -0.0681 0.4361 -0.2 -0.2 2.9
N 0.1409 0.0812 0.3289 0.8 -0.2 2.6
P 3.2013 -1.8404 0.5387 -0.8 0.4 -2.7
P 3.0814 0.9993 -0.8902 2.2 -2.6 -1.2
H -3.3803 -0.4582 -0.7704 0.9 0.3 -0.2
H -3.5473 -0.5368 0.9663 0.8 1.1 -1.6
H -1.8260 -1.5855 1.5866 0.3 0.5 0.2
H -2.2059 -2.4435 0.2300 -0.4 -0.3 -0.7
H -2.6759 1.9147 -0.0805 0.2 -0.4 0.2
H -2.1189 1.3737 1.5178 0.2 -0.5 -1.0
H 0.4173 -1.9997 0.1636 -1.5 0.7 0.9
H -0.6265 1.2854 -1.1063 0.0 0.1 -2.4
H -1.1530 -2.1644 -1.7755 -0.6 -1.1 -0.8
H 0.6190 -1.8223 -1.8745 -0.5 -0.3 -0.2
H -0.5303 -0.6044 -2.2926 -0.4 0.1 0.5
H 0.1739 2.4835 1.4865 0.4 -0.2 1.2
H -1.0230 3.2345 0.4649 0.6 -0.2 0.0
H 0.6060 2.9539 -0.1320 0.3 0.4 0.1
H 3.0524 0.2631 1.5541 -0.6 0.3 -2.3
H 0.1210 0.2056 1.3985 0.1 -1.0 -1.8
H 3.7363 -2.1186 1.7389 0.9 0.2 1.4
H 4.3143 -1.8780 -0.3319 -0.1 -0.4 0.1
H 2.6293 0.3195 -2.0695 0.3 0.1 0.8
H 2.2761 2.0144 -0.8435 -1.8 2.2 0.7
```
Positions in Å, forces in eV/Å.

Löwdin atomic charge list, values in e, 2 entries: -0.1585 -0.2062

# 3
Molecular formula: C46H40ClN8O3PRb
Method: DFT, wB97M-V/def2-TZVPD

The multiplicity is 1. The HOMO-LUMO gap comes out at 7.083 eV. The calculation puts the HOMO energy at -5.3 eV. Its charge is -1.

Geometry as XYZ:
```
100
Properties=species:S:1:pos:R:3:forces:R:3
Rb 1.0670 0.7259 -0.6028 0.2 -0.5 0.2
O 4.5795 -5.8711 -3.8555 -0.3 -0.3 -0.5
C 5.0758 -5.2491 -2.9124 -0.6 0.7 0.3
O 6.1613 -5.3725 -2.3409 0.6 0.0 0.5
C 4.1676 -4.0763 -2.3553 0.3 -0.3 -0.2
C 4.4788 -3.4027 -1.1828 -0.2 0.1 -0.1
C 3.6752 -2.3360 -0.7749 0.1 -0.5 -0.6
N 2.6098 -1.9456 -1.4655 -0.2 0.3 0.1
C 2.2853 -2.6025 -2.5759 0.6 -0.3 0.2
C 3.0383 -3.6743 -3.0525 0.0 0.1 0.2
C 1.0753 -2.1400 -3.2771 -0.3 0.0 -0.5
C 0.8469 -2.4531 -4.6203 0.0 0.1 0.2
C -0.3209 -2.0271 -5.2206 -0.1 0.1 0.1
C -1.2377 -1.3050 -4.4726 0.0 0.0 0.0
C -0.9197 -1.0305 -3.1501 -0.5 0.1 -0.3
N 0.1970 -1.4268 -2.5719 0.3 0.0 0.3
C 3.9532 -1.6003 0.4722 0.4 0.0 0.4
C 5.2543 -1.5125 0.9768 -0.2 0.0 0.0
C 5.4608 -0.9028 2.1981 -0.2 0.0 0.0
C 4.3672 -0.3892 2.8790 0.0 0.1 0.0
C 3.1230 -0.4706 2.2717 0.2 0.1 0.4
N 2.9131 -1.0674 1.1136 -0.2 0.0 -0.3
H 5.3295 -3.7410 -0.6101 0.1 0.0 0.0
H 2.7825 -4.2238 -3.9461 0.0 -0.1 0.0
H 1.5759 -3.0042 -5.1901 0.1 -0.1 0.0
H -0.5120 -2.2581 -6.2599 0.0 0.0 0.0
H -2.1688 -0.9588 -4.8983 0.0 0.0 0.0
H -1.6061 -0.4778 -2.5182 0.0 0.0 -0.1
H 6.0820 -1.9187 0.4220 0.1 -0.1 -0.1
H 6.4570 -0.8230 2.6082 0.1 0.0 0.1
H 4.4667 0.0644 3.8544 0.0 0.1 0.0
H 2.2499 -0.0391 2.7521 0.0 0.0 0.0
N 3.2297 4.8887 0.1737 -0.1 -0.1 -0.2
C 3.1714 5.0086 1.5321 -0.1 0.0 0.3
C 2.8959 3.7550 1.9973 0.1 0.4 0.2
N 2.7902 2.8803 0.9650 -0.1 -0.5 -0.5
C 2.9921 3.5792 -0.1261 0.0 0.4 0.4
C 3.0333 3.1034 -1.4872 0.2 0.0 -0.6
N 3.5631 1.9735 -1.8958 0.1 0.0 0.8
C 3.4191 1.9676 -3.2449 -0.2 0.2 -0.5
C 2.7998 3.1162 -3.6531 0.3 -0.2 -0.3
N 2.5881 3.8576 -2.5317 0.4 0.0 0.2
H 3.3795 5.6330 -0.4877 0.1 -0.1 0.0
H 3.3421 5.9416 2.0285 0.0 0.2 0.1
H 2.7765 3.4285 3.0131 0.0 0.0 0.2
H 3.7650 1.1434 -3.8392 0.0 -0.1 -0.1
H 2.5323 3.4651 -4.6303 -0.2 0.0 -0.1
H 1.8597 4.5545 -2.4421 -0.1 -0.2 0.0
C 0.3262 -3.3579 0.2768 -0.1 -0.2 0.3
C -0.5790 -3.5862 1.4783 0.0 0.1 -0.2
C -2.0113 -3.8472 1.0214 0.3 -0.1 0.2
C -0.4859 -2.3725 2.4253 0.3 -0.5 0.4
C -0.7318 -2.7058 3.9259 0.5 -0.3 -0.3
O -1.8407 -1.8962 4.2971 -0.5 0.4 0.4
C -2.1699 -1.1681 3.1950 0.7 -0.5 -0.4
N -1.4913 -1.3696 2.1423 -0.5 0.0 0.1
C -3.2574 -0.2097 3.3098 -0.5 0.4 0.1
C -4.1807 -0.3138 4.3523 0.1 -0.1 0.0
C -5.2343 0.5732 4.4430 -0.1 0.0 0.0
C -5.3668 1.5801 3.4985 0.0 0.0 0.0
C -4.4404 1.7004 2.4798 -0.1 0.0 0.0
C -3.3752 0.8141 2.3614 0.2 -0.3 0.2
P -2.1512 0.9751 0.9790 -0.1 0.9 -0.2
C -3.3138 0.5591 -0.3713 0.2 -0.1 -0.2
C -3.1301 1.1891 -1.6025 -0.1 -0.1 0.0
C -3.9782 0.9185 -2.6612 0.0 0.0 -0.1
C -5.0040 -0.0007 -2.5163 0.0 0.0 0.0
C -5.1661 -0.6586 -1.3081 -0.1 -0.1 -0.1
C -4.3222 -0.3911 -0.2442 0.1 0.0 0.0
C -2.1949 2.8160 0.9044 -0.1 0.0 0.0
C -3.1376 3.5982 0.2456 0.1 0.1 0.0
C -3.0990 4.9754 0.3523 -0.1 0.1 -0.1
C -2.1117 5.5904 1.1016 0.0 0.1 0.0
C -1.1526 4.8222 1.7388 0.0 0.2 0.1
C -1.1984 3.4450 1.6438 -0.1 -0.2 0.0
H 0.2909 -4.2093 -0.3975 0.0 -0.1 -0.2
H 1.3518 -3.2221 0.6056 0.1 0.1 -0.1
H 0.0195 -2.4712 -0.2730 0.0 0.1 -0.1
H -0.2157 -4.4649 2.0274 0.0 0.1 0.0
H -2.3347 -3.0377 0.3706 -0.1 0.0 0.0
H -2.6903 -3.9120 1.8705 -0.2 0.0 0.0
H -2.0504 -4.7833 0.4676 -0.1 -0.1 0.0
H 0.5019 -1.9226 2.2819 0.0 0.0 0.1
H 0.1209 -2.4413 4.5613 -0.1 -0.1 -0.1
H -0.9925 -3.7562 4.0962 0.0 0.1 -0.1
H -4.0783 -1.1065 5.0794 0.1 0.0 0.0
H -5.9620 0.4749 5.2363 0.0 0.0 0.1
H -6.2040 2.2622 3.5516 0.0 0.1 0.0
H -4.5482 2.4913 1.7535 -0.1 0.0 0.0
H -2.3252 1.9010 -1.7258 0.1 0.2 -0.1
H -3.8380 1.4376 -3.5982 0.0 0.0 -0.1
H -5.6671 -0.2106 -3.3437 -0.1 0.0 0.0
H -5.9663 -1.3771 -1.1904 0.0 -0.1 0.0
H -4.4457 -0.9320 0.6840 -0.1 0.0 0.1
H -3.8941 3.1387 -0.3755 -0.1 0.0 0.1
H -3.8455 5.5721 -0.1544 0.0 0.0 -0.1
H -2.0876 6.6684 1.1791 0.0 0.1 0.0
H -0.3673 5.2985 2.3096 0.1 0.0 0.0
H -0.4436 2.8399 2.1359 0.0 0.0 0.0
Cl -0.1756 3.2961 -1.6865 -0.3 0.3 -0.2
```
Positions in Å, forces in eV/Å.

Löwdin atomic charge list, values in e, 2 entries: 0.5478 -0.0437

# 4
Molecular formula: C44H50N3OPS
Method: DFT, wB97M-V/def2-TZVPD

The multiplicity is 1. The HOMO-LUMO gap comes out at 7.402 eV. The calculation puts the HOMO energy at -8.0 eV.

Geometry as XYZ:
```
100
Properties=species:S:1:pos:R:3:forces:R:3
C 5.9042 2.6481 0.0479 0.4 0.2 0.5
C 5.6091 4.0212 -0.5794 -0.7 -1.4 -0.4
P 4.4839 3.9288 -2.0675 0.2 0.7 -0.4
C 4.9749 2.2907 -2.8127 -0.8 0.1 0.2
C 4.3212 2.0321 -4.1764 0.1 -0.3 0.3
C 2.8248 3.5505 -1.3693 1.0 -0.1 -0.3
C 2.6012 3.3151 -0.0486 -0.3 -0.1 0.2
C 1.3083 2.9935 0.4679 0.2 0.3 -0.8
C 0.2456 2.9159 -0.3734 -1.0 0.0 0.7
C -1.1265 2.5118 0.1017 1.0 -0.9 -0.4
C -1.3589 1.0104 -0.1608 -0.2 0.6 0.3
O -2.4467 0.5435 0.0395 -0.2 -0.1 -0.1
N -0.2596 0.2640 -0.6573 0.0 -0.2 -0.3
C 0.4096 -0.5111 0.3829 0.2 0.4 0.4
C -0.6053 -0.5222 -1.8422 -0.1 0.4 -0.1
C 0.4217 3.1892 -1.7563 0.3 -0.1 0.1
N -0.5280 3.1581 -2.6927 -0.1 0.1 -0.1
S 0.1935 3.5565 -4.0710 0.1 0.0 0.0
N 1.7069 3.7559 -3.5773 -0.1 0.0 -0.1
C 1.7105 3.5152 -2.2655 -0.1 0.0 0.4
H 6.2247 2.7671 1.0838 0.0 0.0 0.1
H 5.0504 1.9764 0.0460 -0.1 0.0 0.0
H 6.7210 2.1313 -0.4478 0.0 0.0 -0.2
H 5.1607 4.6693 0.1668 0.1 0.4 -0.1
H 6.5164 4.4504 -0.9895 0.2 0.3 0.2
H 6.0589 2.2375 -2.8662 0.1 0.1 0.0
H 4.6082 1.5277 -2.1275 0.4 -0.2 0.1
H 3.3520 1.5665 -4.0231 -0.2 0.1 -0.1
H 4.1836 2.9425 -4.7474 0.0 0.1 -0.2
H 4.9068 1.3050 -4.7344 0.1 0.1 -0.2
H 3.4190 3.3395 0.6553 0.1 0.0 0.0
H 1.2009 2.8006 1.5236 -0.1 0.0 0.1
H -1.8996 3.0164 -0.4667 -0.2 0.2 0.2
H -1.2178 2.6714 1.1720 -0.3 0.2 0.1
H 0.0181 -1.5236 0.4908 0.0 -0.1 -0.1
H 0.2936 -0.0339 1.3562 -0.1 0.1 0.0
H 1.4812 -0.5225 0.1942 0.1 -0.3 -0.1
H -1.5743 -1.0180 -1.7602 0.1 -0.3 0.1
H 0.1921 -1.2293 -2.0420 0.0 -0.2 0.1
H -0.6570 0.1520 -2.6968 0.0 0.0 -0.1
C -6.3564 -3.2261 -0.5187 0.0 0.0 0.0
C -6.8479 -3.0733 0.7703 0.0 0.0 0.0
C -6.2590 -2.1589 1.6331 0.0 0.0 0.0
C -5.1834 -1.3923 1.2043 0.0 0.0 0.0
C -4.6913 -1.5411 -0.0848 0.1 0.0 -0.2
C -5.2779 -2.4620 -0.9443 0.0 0.0 0.1
H -6.8142 -3.9408 -1.1914 0.0 0.0 0.0
H -7.6911 -3.6663 1.1017 0.0 0.0 0.0
H -6.6399 -2.0421 2.6405 0.0 0.0 0.0
H -4.7263 -0.6754 1.8748 0.0 0.0 0.0
H -3.8510 -0.9364 -0.4086 -0.2 -0.2 0.1
H -4.8934 -2.5835 -1.9495 0.0 0.0 0.0
C 1.8284 -4.9589 2.7437 0.0 0.0 0.0
C 1.4587 -3.6713 3.1068 0.0 0.0 0.0
C 2.4323 -2.7088 3.3372 0.0 0.0 0.0
C 3.7751 -3.0325 3.1961 0.0 0.0 0.0
C 4.1444 -4.3191 2.8301 0.0 0.0 0.0
C 3.1712 -5.2833 2.6074 0.0 0.0 0.0
H 1.0694 -5.7100 2.5667 0.0 0.0 0.0
H 0.4110 -3.4184 3.2103 0.0 0.0 0.0
H 2.1451 -1.7053 3.6262 0.0 0.0 0.0
H 4.5353 -2.2821 3.3715 0.0 0.0 0.0
H 5.1916 -4.5702 2.7192 0.0 0.0 0.0
H 3.4592 -6.2881 2.3266 0.0 0.0 0.0
C -9.7996 -6.5532 3.3712 0.0 0.0 0.0
C -10.2911 -6.3996 4.6601 0.0 0.0 0.0
C -9.7035 -5.4849 5.5229 0.0 0.0 0.0
C -8.6291 -4.7179 5.0940 0.0 0.0 0.0
C -8.1398 -4.8688 3.8039 0.0 0.0 0.0
C -8.7225 -5.7892 2.9438 0.0 0.0 0.0
H -10.2560 -7.2689 2.6995 0.0 0.0 0.0
H -11.1326 -6.9938 4.9926 0.0 0.0 0.0
H -10.0833 -5.3694 6.5299 0.0 0.0 0.0
H -8.1732 -4.0017 5.7656 0.0 0.0 0.0
H -7.3026 -4.2699 3.4693 0.0 0.0 0.0
H -8.3369 -5.9113 1.9394 0.0 0.0 0.0
C -2.2221 5.7562 -6.4456 0.0 0.0 0.0
C -2.3968 6.3635 -7.6811 0.0 0.0 0.0
C -2.8651 5.6238 -8.7582 0.0 0.0 0.0
C -3.1661 4.2783 -8.5980 0.0 0.0 0.0
C -2.9941 3.6713 -7.3617 0.0 0.0 0.0
C -2.5189 4.4099 -6.2872 0.0 0.0 0.0
H -1.8543 6.3321 -5.6056 0.0 0.0 0.0
H -2.1675 7.4141 -7.8048 0.0 0.0 0.0
H -2.9960 6.0963 -9.7232 0.0 0.0 0.0
H -3.5349 3.7026 -9.4371 0.0 0.0 0.0
H -3.2299 2.6223 -7.2358 0.0 0.0 0.0
H -2.3831 3.9356 -5.3242 -0.1 0.0 0.0
C 8.1454 0.0391 2.5932 0.0 0.0 0.0
C 6.8485 -0.1910 3.0304 0.0 0.0 0.0
C 6.5440 -0.0940 4.3814 0.0 0.0 0.0
C 7.5347 0.2405 5.2942 0.0 0.0 0.0
C 8.8307 0.4731 4.8563 0.0 0.0 0.0
C 9.1370 0.3691 3.5064 0.0 0.0 0.0
H 8.3836 -0.0387 1.5401 0.0 0.0 0.0
H 6.0739 -0.4462 2.3174 0.0 0.0 0.0
H 5.5336 -0.2781 4.7246 0.0 0.0 0.0
H 7.2962 0.3199 6.3470 0.0 0.0 0.0
H 9.6031 0.7353 5.5677 0.0 0.0 0.0
H 10.1490 0.5461 3.1658 0.0 0.0 0.0
```
Positions in Å, forces in eV/Å.

Löwdin atomic charge list, values in e, 2 entries: -0.1839 -0.4105